# C6H12O

One molecule with the formula C6H12O (the ωB97M-V functional and the def2-TZVPD basis, the Open Molecules 2025 dataset).

Results
- ΔE to the lowest compared entry with this formula, charge and spin: 112.05 kJ/mol
- Structure (SMILES): CC[C@@]1(C)C[C@H]1O
- Gap between HOMO and LUMO: 0.381 hartree

Bonds (Å) are listed after each position.
Element x y z (Å)
1 C -1.41237 0.34736 -1.56870  C2 1.534, H8 1.098, H9 1.096, H10 1.096
2 C -1.17569 0.27163 -0.05538  C1 1.534, C3 1.523, H11 1.097, H12 1.098
3 C 0.28250 0.14670 0.36474  C2 1.523, C4 1.522, C5 1.523, C6 1.484
4 C 1.19734 1.20074 -0.24263  C3 1.522, H13 1.100, H14 1.104, H15 1.099
5 C 0.49109 -0.28316 1.81041  C3 1.523, C6 1.500, H16 1.091, H17 1.088
6 C 0.87389 -1.17937 0.67074  C3 1.484, C5 1.500, O7 1.400, H18 1.095
7 O 0.14462 -2.36547 0.52370  C6 1.400, H19 0.966
8 H -1.11741 -0.57280 -2.09111  C1 1.098
9 H -0.85656 1.17555 -2.02376  C1 1.096
10 H -2.47380 0.51412 -1.78736  C1 1.096
11 H -1.76005 -0.55944 0.35912  C2 1.097
12 H -1.56492 1.18972 0.40318  C2 1.098
13 H 1.56441 0.85219 -1.21954  C4 1.100
14 H 0.67276 2.15789 -0.41123  C4 1.104
15 H 2.06341 1.41097 0.40017  C4 1.099
16 H -0.39895 -0.56474 2.37529  C5 1.091
17 H 1.27931 0.18230 2.39927  C5 1.088
18 H 1.94778 -1.30032 0.49508  C6 1.095
19 H 0.24266 -2.62389 -0.40200  O7 0.966

# C6H18N4

A 3-piece molecular cluster, C6H18N4 overall at a distorted geometry (the ωB97M-V functional and the def2-TZVPD basis, the Open Molecules 2025 dataset).

Results
- ΔE to the lowest compared entry with this formula, charge and spin: 243.69 kJ/mol
- Structure (SMILES): NC=C(N)N.C=CC.CN
- Gap between HOMO and LUMO: 0.286 hartree

Bonds (Å) are listed after each position.
Element x y z (Å)
1 C 1.33399 -0.85529 -0.27564  C3 1.504, C4 1.398, H7 1.086
2 C -1.44725 -2.46642 -0.22430  N5 1.458, H8 1.096, H9 1.092, H10 1.090
3 C 1.49723 -1.55334 -1.59768  C1 1.504, H11 1.090, H13 1.090, H14 1.089
4 C 2.10123 -1.23583 0.82885  C1 1.398, H12 1.083, H16 1.083
5 N -0.55328 -1.50197 0.40637  C2 1.458, H6 1.020, H15 1.077
6 H -1.06212 -0.68298 0.73993  N5 1.020
7 H 1.09093 0.19699 -0.39367  C1 1.086
8 H -2.25885 -2.78502 0.44059  C2 1.096
9 H -1.89530 -2.03094 -1.11945  C2 1.092
10 H -0.87393 -3.34425 -0.52123  C2 1.090
11 H 1.89994 -2.55832 -1.46860  C3 1.090
12 H 2.81017 -2.04653 0.71035  C4 1.083
13 H 0.53950 -1.61533 -2.11345  C3 1.090
14 H 2.17139 -0.97571 -2.22802  C3 1.089
15 H 0.06999 -1.88010 1.19906  N5 1.077
16 H 2.28262 -0.50135 1.60376  C4 1.083
17 C -1.08451 1.93416 0.41831  N18 1.415, N19 1.403, C21 1.339
18 N -1.95738 1.20875 1.26353  C17 1.415, H23 1.012, H24 1.014
19 N -1.42243 1.83925 -0.93987  C17 1.403, H22 1.013, H25 1.012
20 N 1.03722 2.98617 -0.02161  C21 1.424, H26 1.014, H27 1.014
21 C 0.01624 2.54822 0.86964  C17 1.339, N20 1.424, H28 1.082
22 H -0.60842 1.96086 -1.52998  N19 1.013
23 H -1.79467 1.41586 2.24064  N18 1.012
24 H -2.93058 1.37372 1.03022  N18 1.014
25 H -1.85965 0.95401 -1.16321  N19 1.012
26 H 0.78026 3.82268 -0.53462  N20 1.014
27 H 1.91759 3.17286 0.44633  N20 1.014
28 H 0.20005 2.61983 1.93377  C21 1.082

| no. | calculated total energy (eV) |
| --- | --- |
| 1 | -8463.1926 |
| 2 | -12471.8334 |